Entry 1:
Below is the ion C6H14NS with charge -1, with properties calculated with ωB97M-V with the def2-TZVPD basis set.

Structure (XYZ):
```
22
Properties=species:S:1:pos:R:3:lowdin_charge:R:1
C 1.17752 1.77812 -0.04864 -0.129
C 1.60774 0.90414 -1.20275 -0.261
C 1.70896 -0.59779 -0.80644 -0.227
C 0.40378 -1.32756 -0.50262 -0.275
N -0.32065 -0.95009 0.71205 -0.097
C -1.77368 -1.08437 0.60597 -0.300
C -2.57158 0.16535 1.16104 -0.716
S -1.60775 1.30190 2.23101 0.150
H 0.16191 1.61814 0.16206 -0.016
H 1.33725 2.81902 -0.31275 0.067
H 1.75496 1.54811 0.83148 0.075
H 2.58672 1.10070 -1.52756 0.068
H 0.92047 0.90990 -2.06475 0.107
H 2.34602 -0.61273 0.07398 0.101
H 2.22210 -1.13705 -1.59275 0.091
H 0.72990 -2.36920 -0.31909 0.096
H -0.11740 -1.40435 -1.46851 0.099
H -0.01610 -0.04343 1.04614 -0.018
H -2.07320 -1.20623 -0.41697 0.077
H -2.07173 -1.87670 1.28705 0.082
H -3.06540 0.68113 0.32162 0.026
H -3.33982 -0.21701 1.83044 0.001
```

## Properties
HOMO, Eh: -0.08666
SMILES: CCCCNCC[S-]
Maximum force, eV Å⁻¹: 2.5
HOMO-LUMO gap, eV: 6.1
Charge: -1
Energy relative to the best compared isomer or geometry (same formula, charge and spin), kJ/mol: 78.4
E, eV: -18774.37228

=====

Entry 2:
Below is a cluster of 2 separate species, C6H14NS in total, with properties calculated with ωB97M-V with the def2-TZVPD basis set.

Structure (XYZ):
```
22
Properties=species:S:1:pos:R:3:lowdin_charge:R:1
C -2.22448 -0.67148 -0.51119 -0.105
C -1.19952 0.17080 -0.53430 0.107
C -4.37892 -0.89722 -1.58018 0.191
N -3.21043 -0.37619 -1.48870 0.010
H -2.41935 -1.58803 -0.00576 0.128
H -1.21997 1.05848 -1.18417 0.108
H -0.30084 -0.06852 -0.00109 0.014
H -4.91478 -0.46184 -2.39755 0.118
H -4.74163 -1.55379 -0.75279 0.151
H -2.94457 0.28259 -2.24332 0.188
C 2.58897 1.76877 1.70501 -0.100
C 2.34633 0.87247 0.49624 -0.364
C 2.12852 -0.61314 0.78884 -0.602
S 1.86633 -1.48540 -0.78096 0.713
H 2.75763 2.78225 1.38976 0.065
H 3.44117 1.41138 2.30581 0.081
H 1.74579 1.71511 2.46509 0.094
H 1.52518 1.17200 -0.08562 0.049
H 3.23657 0.88392 -0.17262 0.117
H 1.32938 -0.75721 1.50479 0.065
H 3.06037 -0.97275 1.29964 0.095
H 1.52826 -2.67220 -0.21691 -0.123
```

## Properties
HOMO, Eh: -0.43794
Maximum force, eV Å⁻¹: 2.0
HOMO-LUMO gap, eV: 6.5
Charge: +1
Energy relative to the best compared isomer or geometry (same formula, charge and spin), kJ/mol: 227.1
E, eV: -18765.73307

=====

Entry 3:
Below is the ion C6H14NS with charge +1, with properties calculated with ωB97M-V with the def2-TZVPD basis set.

Structure (XYZ):
```
22
Properties=species:S:1:pos:R:3:lowdin_charge:R:1
C 0.94649 1.77652 -0.03679 0.015
N -0.02923 0.78823 -0.47004 -0.148
C -1.36863 1.22849 -0.06361 -0.410
S -2.59854 -0.09070 0.18971 0.973
C -1.30712 -1.17237 -0.41706 -0.431
C 0.02973 -0.62978 0.04322 -0.564
C 0.20575 -0.90167 1.53742 -0.008
C 1.24391 -1.32830 -0.75266 0.007
H 1.00333 1.79833 1.10899 0.151
H 1.88273 1.65114 -0.55637 0.106
H 0.60743 2.78359 -0.35858 0.126
H -0.05882 0.54620 -1.53721 0.220
H -1.25509 1.80301 0.79123 0.072
H -1.93453 1.82378 -0.79374 0.107
H -1.13662 -1.15112 -1.52275 0.113
H -1.33070 -2.15445 0.05559 0.109
H 1.01665 -0.39680 1.88690 0.048
H 0.00374 -1.87367 1.91676 0.106
H -0.57133 -0.23335 2.01968 0.101
H 2.21146 -0.95720 -0.29883 0.107
H 1.26776 -0.90688 -1.82600 0.106
H 1.17164 -2.40299 -0.91585 0.094
```

## Properties
HOMO, Eh: -0.47992
SMILES: C[N@@H+]1CSCC1(C)C
Maximum force, eV Å⁻¹: 4.9
HOMO-LUMO gap, eV: 9.9
Charge: +1
Energy relative to the best compared isomer or geometry (same formula, charge and spin), kJ/mol: 174.6
E, eV: -18766.27805

=====

Entry 4:
Below is a cluster of 2 separate species, C6H14NS2 in total, with properties calculated with ωB97M-V with the def2-TZVPD basis set.

Structure (XYZ):
```
23
Properties=species:S:1:pos:R:3:lowdin_spin:R:1
C -2.51432 0.09203 -1.52683 0.254
C -2.71943 0.27365 -0.21939 0.092
C -3.74593 0.92043 0.61196 0.000
C 3.56134 -0.65240 -0.33061 0.081
C 1.85398 0.10128 1.49319 0.092
C 2.34686 0.07959 0.09781 0.503
N 1.70918 0.88160 -0.73599 0.201
S -1.59120 -0.68096 0.83091 0.497
S -0.64630 -1.94645 -0.36176 0.083
H -1.72181 -0.41611 -1.96225 0.016
H -3.17239 0.49836 -2.23377 0.013
H -4.50816 0.36325 1.15756 -0.002
H -3.14807 1.51800 1.50741 0.001
H -4.23969 1.59647 0.08346 0.000
H 3.95252 -0.10514 -1.12386 0.006
H 3.38217 -1.62992 -0.89435 0.031
H 4.33503 -0.58977 0.42278 0.010
H 2.10845 -0.83849 2.13377 0.011
H 2.40955 0.86538 1.87920 0.020
H 0.72144 0.20653 1.29753 0.021
H 1.13213 1.64106 -0.42712 0.020
H -1.31478 -3.18273 0.03083 0.035
H 1.80942 1.00433 -1.73050 0.015
```

## Properties
HOMO (spin up / spin down), Eh: -0.29868 / -0.49919
Maximum force, eV Å⁻¹: 5.4
HOMO-LUMO gap (spin up / spin down), eV: 4.3 / 5.5
Expectation value of S²: 2.019
Charge: +1
Energy relative to the best compared isomer or geometry (same formula, charge and spin), kJ/mol: 160.0
E, eV: -29597.18554
Spin multiplicity: 3

=====

Entry 5:
Below is the molecule C6H14O, with properties calculated with ωB97M-V with the def2-TZVPD basis set.

Structure (XYZ):
```
21
Properties=species:S:1:pos:R:3:lowdin_charge:R:1
C 1.13927 1.19829 1.03843 -0.085
C -0.28233 0.63222 1.07573 -0.422
C -0.57851 -0.00065 2.43864 -0.095
C -0.59292 -0.39326 -0.03585 -0.149
C 0.21649 -0.29179 -1.31922 -0.468
C -0.23916 -1.33014 -2.34014 -0.056
O 0.04437 1.02358 -1.83184 -0.043
H 1.29455 1.88524 1.87877 0.078
H 1.30312 1.75152 0.10989 0.069
H 1.89822 0.40862 1.11399 0.082
H -0.96404 1.47923 0.93224 0.133
H -0.51591 0.73610 3.24742 0.074
H 0.14621 -0.79747 2.65908 0.081
H -1.57909 -0.44911 2.46569 0.077
H -1.65569 -0.31691 -0.30305 0.128
H -0.44048 -1.40435 0.36081 0.119
H 1.27909 -0.46383 -1.07936 0.137
H -1.26646 -1.10889 -2.64837 0.085
H -0.21037 -2.34022 -1.91759 0.081
H 0.39702 -1.32373 -3.23370 0.077
H 0.60662 1.10554 -2.61157 0.096
```

## Properties
HOMO, Eh: -0.37599
SMILES: CC(C)C[C@@H](C)O
Maximum force, eV Å⁻¹: 0.3
HOMO-LUMO gap, eV: 11.2
Energy relative to the best compared isomer or geometry (same formula, charge and spin), kJ/mol: 23.3
E, eV: -8496.65089

=====

Entry 6:
Below is the molecule C6H14O, with properties calculated with ωB97M-V with the def2-TZVPD basis set.

Structure (XYZ):
```
21
Properties=species:S:1:pos:R:3:lowdin_charge:R:1
C 1.87299 -0.69867 0.30221 -0.081
C 0.52968 -0.36648 0.95793 -0.442
C 0.22177 -1.36484 2.07338 -0.087
C -0.59788 -0.30609 -0.08273 -0.149
C -0.53872 0.97792 -0.92116 -0.446
C -1.52659 1.00465 -2.08563 -0.056
O -0.72994 2.11297 -0.06606 -0.046
H 2.68832 -0.66529 1.03320 0.077
H 2.12921 -0.00320 -0.50584 0.066
H 1.84977 -1.70915 -0.12667 0.083
H 0.59213 0.63401 1.40518 0.128
H 1.03931 -1.40871 2.80353 0.076
H 0.08272 -2.37556 1.66808 0.081
H -0.69241 -1.08839 2.61095 0.077
H -1.57554 -0.39150 0.41458 0.125
H -0.52227 -1.17881 -0.75150 0.127
H 0.46808 1.01579 -1.37684 0.129
H -2.56387 0.81405 -1.78527 0.082
H -1.25071 0.26369 -2.84777 0.081
H -1.48144 1.99650 -2.54198 0.076
H 0.00537 2.73712 -0.17759 0.100
```

## Properties
HOMO, Eh: -0.37538
SMILES: CC(C)C[C@@H](C)O
Maximum force, eV Å⁻¹: 0.6
HOMO-LUMO gap, eV: 11.1
Energy relative to the best compared isomer or geometry (same formula, charge and spin), kJ/mol: 22.1
E, eV: -8496.66343

=====

Entry 7:
Below is a cluster of 2 separate species, C6H14O in total, with properties calculated with ωB97M-V with the def2-TZVPD basis set.

Structure (XYZ):
```
21
Properties=species:S:1:pos:R:3:lowdin_charge:R:1
C -1.99262 -1.46189 -0.73275 0.025
C -0.85989 -0.75933 -0.50498 -0.380
C -0.48736 -0.04491 0.80777 -0.201
C -0.11710 -1.12661 1.90522 -0.075
C 0.18071 -0.62450 -1.52245 -0.276
C -0.00763 -1.40938 -2.82289 -0.140
H -2.89980 -1.39630 -0.22719 0.019
H -1.84541 -2.54708 -1.23529 0.119
H 0.37964 0.53644 0.55161 0.079
H -1.24799 0.72301 1.03950 0.114
H -0.89951 -1.79894 2.10469 0.044
H 0.81700 -1.67377 1.57925 0.089
H 0.20741 -0.56464 2.78949 0.063
H 0.06307 0.48697 -1.78602 0.152
H 1.16553 -0.88945 -1.11525 0.119
H -0.97693 -1.33627 -3.35428 0.077
H 0.88166 -0.93653 -3.40824 0.089
H 0.51169 -2.41495 -2.86490 0.082
O 2.17837 6.00188 2.76656 -0.147
H 3.15744 5.84784 2.53665 0.069
H 1.79172 5.38843 3.49351 0.078
```

## Properties
HOMO, Eh: -0.31436
SMILES: C=C(CC)CC.O
Maximum force, eV Å⁻¹: 4.0
HOMO-LUMO gap, eV: 9.3
Energy relative to the best compared isomer or geometry (same formula, charge and spin), kJ/mol: 289.5
E, eV: -8493.89192

=====

Entry 8:
Below is the molecule C6H14O, with properties calculated with ωB97M-V with the def2-TZVPD basis set.

Structure (XYZ):
```
21
Properties=species:S:1:pos:R:3:lowdin_charge:R:1
C 2.47483 -1.21961 -0.86800 -0.121
O 1.15061 -1.17852 -0.42923 -0.188
C 0.87509 0.13315 -0.03218 -0.230
C -0.63964 0.28473 0.22731 -0.583
C -0.87551 1.76294 0.52609 -0.070
C -1.41647 -0.15825 -1.01868 -0.056
C -1.16706 -0.53907 1.42738 -0.052
H 2.63486 -0.31648 -1.50509 0.090
H 2.61510 -2.18268 -1.36744 0.094
H 3.17806 -1.13975 -0.02465 0.090
H 1.33112 0.79628 -0.83806 0.132
H 1.45435 0.38538 0.87601 0.134
H -0.31519 2.06707 1.41946 0.085
H -1.93620 1.96792 0.70716 0.085
H -0.54068 2.37946 -0.31432 0.084
H -1.28925 -1.23189 -1.19492 0.083
H -1.05628 0.37485 -1.90478 0.087
H -2.48931 0.04434 -0.90315 0.085
H -1.05758 -1.62008 1.28845 0.083
H -2.24394 -0.34178 1.55304 0.085
H -0.68689 -0.26801 2.37558 0.082
```

## Properties
HOMO, Eh: -0.36031
SMILES: COCC(C)(C)C
Maximum force, eV Å⁻¹: 1.4
HOMO-LUMO gap, eV: 10.7
Energy relative to the best compared isomer or geometry (same formula, charge and spin), kJ/mol: 78.4
E, eV: -8496.07969

=====

Entry 9:
Below is a cluster of 2 separate species, C6H14O in total, with properties calculated with ωB97M-V with the def2-TZVPD basis set.

Structure (XYZ):
```
21
Properties=species:S:1:pos:R:3:lowdin_charge:R:1
C 0.08379 -2.50721 1.22440 -0.038
C -0.08011 -0.99637 1.17780 -0.497
O -0.69385 -0.40132 2.03927 0.054
C 0.61610 -0.27807 0.03386 -0.131
C 0.23962 1.19557 -0.14200 -0.435
C -1.05666 1.36019 -0.94013 -0.083
C 1.37964 1.95812 -0.81588 -0.088
H 1.03180 -2.74061 1.72828 0.089
H 0.11719 -2.94803 0.22060 0.077
H -0.73369 -2.94572 1.80493 0.083
H 1.69318 -0.37521 0.24152 0.131
H 0.45109 -0.83930 -0.89701 0.124
H 0.07664 1.60782 0.86064 0.132
H -1.29108 2.42165 -1.08488 0.078
H -1.90994 0.89647 -0.43556 0.051
H -0.96149 0.90418 -1.93601 0.083
H 1.12407 3.01620 -0.93980 0.077
H 1.59047 1.54698 -1.81167 0.082
H 2.30206 1.89929 -0.22662 0.077
H -2.36209 -1.54404 -0.37704 0.076
H -2.42014 -1.27873 0.31404 0.060
```

## Properties
HOMO, Eh: -0.35349
SMILES: CC(=O)CC(C)C.[H][H]
Maximum force, eV Å⁻¹: 0.5
HOMO-LUMO gap, eV: 10.7
Energy relative to the best compared isomer or geometry (same formula, charge and spin), kJ/mol: 98.8
E, eV: -8495.86873

=====

Entry 10:
Below is the molecule C6H14O, with properties calculated with ωB97M-V with the def2-TZVPD basis set.

Structure (XYZ):
```
21
Properties=species:S:1:pos:R:3:lowdin_charge:R:1
C 0.83924 1.80829 -0.98561 -0.115
C 1.01914 0.31648 -1.26722 -0.275
C -0.31990 -0.39136 -1.53280 -0.204
C -0.97123 -1.13157 -0.34776 -0.202
C -1.22285 -0.44552 1.00832 -0.186
C -0.01815 -0.13436 1.87201 -0.274
O 0.46940 -1.36009 2.41360 -0.075
H 1.77867 2.32602 -0.75785 0.074
H 0.40378 2.22743 -1.89531 0.075
H 0.19692 1.98067 -0.12580 0.059
H 1.59183 -0.21971 -0.50119 0.097
H 1.71067 0.22169 -2.11599 0.101
H -1.01544 0.39100 -1.83971 0.102
H -0.22896 -1.12564 -2.32527 0.101
H -1.95831 -1.43393 -0.70175 0.104
H -0.40005 -2.03400 -0.13701 0.109
H -1.77631 0.49066 0.88722 0.112
H -1.88062 -1.15121 1.52073 0.112
H -0.23895 0.58042 2.66753 0.116
H 0.74551 0.29170 1.23038 0.077
H 1.27560 -1.20699 2.93350 0.091
```

## Properties
HOMO, Eh: -0.37202
SMILES: CCCCCCO
Maximum force, eV Å⁻¹: 1.0
HOMO-LUMO gap, eV: 11.1
Energy relative to the best compared isomer or geometry (same formula, charge and spin), kJ/mol: 72.3
E, eV: -8496.14312

=====

Copy entry 4 word for word.
Below is a cluster of 2 separate species, C6H14NS2 in total, with properties calculated with ωB97M-V with the def2-TZVPD basis set.

Structure (XYZ):
```
23
Properties=species:S:1:pos:R:3:lowdin_spin:R:1
C -2.51432 0.09203 -1.52683 0.254
C -2.71943 0.27365 -0.21939 0.092
C -3.74593 0.92043 0.61196 0.000
C 3.56134 -0.65240 -0.33061 0.081
C 1.85398 0.10128 1.49319 0.092
C 2.34686 0.07959 0.09781 0.503
N 1.70918 0.88160 -0.73599 0.201
S -1.59120 -0.68096 0.83091 0.497
S -0.64630 -1.94645 -0.36176 0.083
H -1.72181 -0.41611 -1.96225 0.016
H -3.17239 0.49836 -2.23377 0.013
H -4.50816 0.36325 1.15756 -0.002
H -3.14807 1.51800 1.50741 0.001
H -4.23969 1.59647 0.08346 0.000
H 3.95252 -0.10514 -1.12386 0.006
H 3.38217 -1.62992 -0.89435 0.031
H 4.33503 -0.58977 0.42278 0.010
H 2.10845 -0.83849 2.13377 0.011
H 2.40955 0.86538 1.87920 0.020
H 0.72144 0.20653 1.29753 0.021
H 1.13213 1.64106 -0.42712 0.020
H -1.31478 -3.18273 0.03083 0.035
H 1.80942 1.00433 -1.73050 0.015
```

## Properties
HOMO (spin up / spin down), Eh: -0.29868 / -0.49919
Maximum force, eV Å⁻¹: 5.4
HOMO-LUMO gap (spin up / spin down), eV: 4.3 / 5.5
Expectation value of S²: 2.019
Charge: +1
Energy relative to the best compared isomer or geometry (same formula, charge and spin), kJ/mol: 160.0
E, eV: -29597.18554
Spin multiplicity: 3